# 1
{"formula": "C21H38O5PS", "method": "ωB97M-V/def2-TZVPD", "multiplicity": 1, "e_tot_ev": -52745.546, "total_charge": 1, "elements": ["C", "C", "C", "C", "C", "C", "C", "C", "C", "C", "C", "C", "C", "S", "C", "O", "C", "P", "O", "C", "C", "C", "C", "C", "O", "C", "O", "H", "H", "H", "H", "H", "H", "H", "H", "H", "H", "H", "H", "H", "H", "H", "H", "H", "H", "H", "H", "H", "H", "H", "H", "H", "H", "H", "H", "H", "H", "H", "H", "H", "H", "H", "O", "H", "H", "H"], "coordinates": [[-3.3682, -4.7539, -4.9942], [-3.2157, -3.7549, -3.8391], [-2.3279, -4.3262, -2.7199], [-1.4887, -3.2826, -1.9746], [-2.2823, -2.5671, -0.8759], [-1.6363, -1.2627, -0.3911], [-0.6315, -1.4413, 0.7704], [0.8189, -1.0302, 0.4243], [1.2869, 0.3254, 0.8836], [1.7444, 1.2767, 0.0518], [1.7898, 1.1484, -1.4483], [0.4002, 1.3029, -2.1200], [0.2383, 2.6431, -2.8289], [1.0257, 2.6358, -4.4757], [2.1895, 2.5981, 0.5927], [2.3023, 3.5509, -0.1537], [2.5178, 2.7112, 2.0276], [3.4017, 4.2212, 2.4654], [2.5966, 5.4557, 2.5748], [2.0964, 1.7613, 2.8826], [2.2345, 1.7726, 4.3743], [0.9591, 2.3527, 5.0306], [1.0541, 3.8562, 5.2712], [-0.2748, 4.4336, 5.7390], [-1.1615, 4.5037, 4.6165], [1.2975, 0.5952, 2.3466], [0.7190, -0.1271, 3.1293], [-4.2351, -4.5550, -5.6228], [-2.4858, -4.7070, -5.6490], [-3.4696, -5.7753, -4.6098], [-2.7681, -2.8368, -4.2250], [-4.2046, -3.5110, -3.4479], [-2.9588, -4.8457, -1.9936], [-1.6854, -5.0632, -3.2108], [-1.1395, -2.5299, -2.6903], [-0.6044, -3.7553, -1.5341], [-3.2968, -2.3736, -1.2363], [-2.3754, -3.2473, -0.0239], [-2.4335, -0.5898, -0.0659], [-1.1508, -0.7753, -1.2412], [-0.9858, -0.9020, 1.6415], [-0.6181, -2.4959, 1.0602], [0.9390, -1.1001, -0.6585], [1.5087, -1.7637, 0.8583], [2.4601, 1.9112, -1.8399], [2.2066, 0.1658, -1.6829], [-0.3754, 1.2154, -1.3533], [0.2445, 0.4897, -2.8324], [0.6830, 3.4438, -2.2389], [-0.8155, 2.8802, -2.9709], [-0.0383, 3.0253, -5.1779], [4.4234, 4.2483, 1.5026], [4.0909, 3.8713, 3.6355], [3.1043, 2.3570, 4.6733], [2.3653, 0.7425, 4.7058], [0.7579, 1.8233, 5.9653], [0.0976, 2.1706, 4.3825], [1.2906, 4.3566, 4.3265], [1.8410, 4.0866, 5.9947], [-0.1311, 5.4207, 6.1821], [-0.7264, 3.7737, 6.4899], [-1.6325, 5.3421, 4.6388], [-0.0826, -6.1176, -4.6516], [0.6347, -5.8125, -5.2446], [0.1955, -6.8578, -4.0740], [-0.9153, -6.3078, -5.1410]], "forces_ev_per_angstrom": [[0.065, -0.001, 0.181], [-0.044, -0.207, -0.004], [-0.108, 0.337, -0.099], [-0.101, 0.040, 0.003], [0.101, -0.058, -0.001], [-0.151, 0.031, 0.163], [0.003, -0.075, -0.321], [0.016, -0.189, 0.118], [0.014, 0.237, -0.277], [-0.153, 0.016, -0.085], [-0.166, -0.276, 0.025], [0.073, 0.109, 0.234], [-0.210, 0.020, -0.037], [0.225, -0.021, -0.009], [-0.050, -0.079, -0.295], [0.122, -0.070, 0.183], [-0.118, -0.353, 0.318], [-0.084, 0.602, -0.081], [0.025, -0.119, 0.024], [0.025, 0.313, -0.007], [-0.188, -0.039, -0.054], [-0.072, 0.112, -0.057], [-0.220, -0.050, -0.170], [-0.052, -0.131, -0.144], [-0.008, 0.069, 0.086], [0.106, -0.059, 0.046], [0.085, -0.128, -0.083], [0.066, 0.015, -0.036], [0.014, -0.027, -0.050], [-0.104, 0.016, -0.016], [-0.122, 0.068, 0.036], [0.067, 0.107, -0.037], [0.117, -0.249, -0.101], [0.151, -0.103, 0.313], [0.110, -0.077, -0.021], [0.020, 0.065, -0.016], [0.046, 0.048, -0.047], [-0.189, -0.002, -0.026], [0.053, 0.006, -0.054], [-0.074, -0.007, 0.054], [0.081, 0.024, 0.100], [0.005, 0.053, 0.015], [0.074, -0.006, 0.078], [-0.067, 0.058, 0.055], [0.087, -0.082, -0.032], [0.063, 0.144, -0.080], [0.051, 0.042, -0.053], [-0.056, 0.056, -0.018], [-0.019, -0.029, 0.028], [0.059, -0.035, -0.002], [-0.089, 0.034, -0.042], [0.036, -0.071, 0.009], [0.097, -0.123, -0.006], [-0.021, -0.094, 0.064], [0.090, 0.058, 0.003], [0.070, 0.049, -0.008], [0.033, -0.085, 0.065], [0.119, 0.107, 0.157], [0.006, -0.032, 0.004], [0.014, -0.004, -0.022], [0.058, 0.118, 0.093], [0.060, -0.127, 0.000], [0.110, -0.063, -0.170], [0.011, -0.021, 0.003], [-0.022, -0.006, 0.000], [-0.141, 0.146, 0.102]], "lowdin_charge": [-0.12, -0.25, -0.23, -0.21, -0.20, -0.19, -0.16, -0.12, -0.08, -0.08, -0.13, -0.27, -0.54, 0.70, -0.33, 0.10, -0.19, 0.73, -0.40, -0.11, -0.14, -0.17, -0.19, -0.25, -0.07, -0.26, 0.13, 0.08, 0.06, 0.07, 0.11, 0.11, 0.12, 0.06, 0.11, 0.11, 0.11, 0.11, 0.11, 0.08, 0.10, 0.11, 0.10, 0.13, 0.11, 0.11, 0.10, 0.09, 0.06, 0.07, -0.16, 0.03, 0.02, 0.09, 0.12, 0.12, 0.12, 0.09, 0.12, 0.12, 0.11, 0.08, 0.34, 0.21, 0.21, 0.18]}

# 2
{"formula": "C29H28GeN4O2PdS", "method": "ωB97M-V/def2-TZVPD", "multiplicity": 1, "relative_energy_kcal_mol": 35.4, "total_charge": -2, "elements": ["Pd", "C", "C", "N", "C", "S", "N", "N", "C", "C", "C", "C", "C", "C", "C", "N", "H", "H", "H", "H", "H", "H", "H", "H", "H", "H", "H", "H", "H", "O", "O", "C", "Ge", "C", "C", "C", "C", "C", "C", "C", "C", "C", "C", "C", "C", "C", "C", "C", "C", "C", "C", "H", "H", "H", "H", "H", "H", "H", "H", "H", "H", "H", "H", "H", "H", "H"], "coordinates": [[-0.5825, 0.3867, 0.3008], [-0.4852, 3.9710, 5.1410], [-1.6346, 3.7167, 4.1684], [-1.2255, 3.9097, 2.7755], [-0.8121, 2.7707, 2.0820], [-1.3779, 2.6108, 0.4411], [-0.0381, 1.9384, 2.7082], [0.2566, 0.8214, 1.9918], [1.1090, -0.0478, 2.4608], [1.8128, 0.2074, 3.7618], [1.3695, -1.2046, 1.6713], [2.3738, -2.0850, 1.9703], [2.9917, -2.8697, 0.9594], [2.6073, -2.7413, -0.3321], [1.3569, -2.0758, -0.6655], [0.6429, -1.3369, 0.4354], [-0.7854, 3.7307, 6.1641], [-0.1721, 5.0162, 5.0967], [0.3563, 3.3405, 4.8595], [-2.4541, 4.4061, 4.3819], [-2.0035, 2.6974, 4.3152], [-1.9295, 4.3663, 2.2175], [1.5326, 1.1927, 4.1220], [2.8937, 0.1600, 3.6284], [1.5269, -0.5350, 4.5108], [2.8040, -2.0645, 2.9646], [3.8599, -3.4661, 1.2167], [3.1637, -3.2042, -1.1398], [1.2936, -1.6019, -1.6452], [-1.7172, -0.2635, -1.2425], [-2.9188, -0.0916, -0.4472], [0.1484, -2.6441, 0.0350], [-1.4546, -2.9183, -1.0935], [-3.1738, -2.5434, -0.2801], [-3.8324, -1.2315, -0.6173], [-5.0013, -0.9246, 0.2638], [-5.3491, -1.7179, 1.3152], [-4.6763, -2.9213, 1.6141], [-3.5792, -3.2698, 0.8180], [-1.3920, -4.9447, -1.1330], [-0.4799, -5.6982, -0.3954], [-0.4778, -7.0890, -0.4444], [-1.3966, -7.7582, -1.2419], [-2.3146, -7.0269, -1.9867], [-2.3043, -5.6401, -1.9270], [-1.1811, -2.6680, -3.0741], [-1.8762, -1.7539, -3.8677], [-1.4827, -1.4844, -5.1715], [-0.3752, -2.1225, -5.7179], [0.3109, -3.0577, -4.9577], [-0.0954, -3.3259, -3.6554], [-4.1233, -1.2025, -1.6861], [-5.5051, 0.0198, 0.0751], [-6.1809, -1.4194, 1.9520], [-4.9883, -3.5399, 2.4491], [-3.0187, -4.1722, 1.0615], [0.2295, -5.1645, 0.2311], [0.2370, -7.6572, 0.1437], [-1.4006, -8.8432, -1.2823], [-3.0398, -7.5430, -2.6082], [-3.0286, -5.0730, -2.5063], [-2.7238, -1.2290, -3.4520], [-2.0278, -0.7514, -5.7571], [-0.0502, -1.8885, -6.7263], [1.1710, -3.5700, -5.3782], [0.4410, -4.0660, -3.0668]], "forces_ev_per_angstrom": [[-0.223, -0.403, -1.068], [-0.106, 0.002, -0.120], [0.341, 0.058, 0.193], [-0.174, -0.288, -0.016], [-0.025, 0.115, -0.774], [-0.031, -0.123, 0.390], [-0.013, 0.337, 0.698], [0.892, -0.545, 0.131], [-0.647, 1.182, 0.644], [-0.082, -0.101, 0.066], [0.740, -1.521, -0.629], [-0.732, 0.876, 0.235], [0.418, -0.468, -0.663], [-0.173, 0.082, 0.470], [0.365, -0.361, -0.458], [-0.892, 1.118, 0.330], [0.011, 0.023, 0.007], [0.027, -0.011, 0.014], [0.016, 0.004, 0.051], [-0.021, 0.010, -0.060], [-0.036, 0.013, -0.058], [-0.059, 0.066, 0.055], [0.031, -0.039, 0.024], [0.006, -0.027, -0.016], [0.029, -0.037, -0.029], [0.126, 0.092, -0.070], [-0.023, -0.005, 0.012], [0.079, 0.057, -0.002], [-0.025, 0.096, 0.075], [0.306, 0.147, 0.426], [-0.255, 0.295, -0.112], [-0.212, -0.589, -0.284], [-0.274, -0.260, 0.609], [0.211, 0.452, -0.314], [-0.084, -0.587, -0.075], [0.070, 0.077, -0.187], [0.161, -0.106, -0.029], [-0.090, -0.108, 0.332], [0.053, -0.011, -0.160], [0.128, 0.116, 0.007], [0.075, 0.011, 0.060], [-0.056, -0.067, -0.054], [0.034, -0.069, 0.016], [-0.015, -0.002, -0.010], [-0.043, 0.023, -0.035], [0.165, 0.241, 0.355], [-0.003, -0.025, 0.017], [0.006, -0.022, -0.065], [-0.060, 0.025, -0.031], [0.059, -0.054, -0.022], [-0.040, -0.035, 0.039], [0.198, 0.263, 0.047], [-0.105, -0.070, 0.014], [-0.037, 0.050, -0.053], [0.035, 0.002, -0.033], [-0.043, -0.013, 0.031], [-0.030, 0.010, -0.003], [0.011, 0.026, 0.002], [-0.004, 0.008, 0.004], [-0.002, 0.012, -0.003], [-0.014, -0.038, 0.004], [0.023, 0.111, 0.090], [-0.012, -0.018, -0.004], [-0.010, -0.021, -0.001], [-0.011, -0.007, 0.024], [0.046, 0.032, -0.036]], "lowdin_charge": [0.79, -0.11, -0.28, -0.05, -0.82, 0.59, -0.01, -0.15, -0.26, -0.03, -0.20, -0.04, -0.12, -0.06, -0.30, -0.16, 0.06, 0.06, 0.05, 0.10, 0.11, 0.07, 0.05, 0.08, 0.09, 0.09, 0.08, 0.10, 0.12, -0.44, -0.29, -0.24, 0.98, -0.25, -0.38, -0.11, -0.20, -0.21, -0.19, -0.27, -0.11, -0.12, -0.14, -0.12, -0.12, -0.24, -0.10, -0.11, -0.14, -0.12, -0.13, 0.10, 0.07, 0.07, 0.04, 0.08, 0.07, 0.08, 0.08, 0.08, 0.10, 0.08, 0.09, 0.08, 0.08, 0.10]}

# 3
{"formula": "C8H29NO8", "method": "ωB97M-V/def2-TZVPD", "multiplicity": 1, "relative_energy_kcal_mol": 0.0, "smiles": "COC[C@H](C)N.OCCO.OCCO.O.O.O", "elements": ["C", "O", "C", "C", "C", "N", "H", "H", "H", "H", "H", "H", "H", "H", "H", "H", "H", "O", "C", "C", "O", "H", "H", "H", "H", "H", "H", "O", "C", "C", "O", "H", "H", "H", "H", "H", "H", "O", "H", "H", "O", "H", "H", "O", "H", "H"], "coordinates": [[7.2694, 14.8082, 5.3376], [6.2367, 13.9179, 5.0300], [5.8904, 12.9910, 6.0773], [6.8049, 11.7824, 6.0967], [6.7618, 10.9875, 4.8432], [6.5363, 10.8248, 7.2102], [8.2781, 14.3916, 5.1266], [7.2178, 15.1085, 6.3898], [7.1135, 15.7397, 4.7568], [5.7905, 13.5074, 7.0367], [4.8730, 12.7227, 5.8899], [7.8392, 12.1866, 6.2843], [7.0658, 11.5886, 3.9438], [5.7698, 10.5372, 4.7294], [7.4654, 10.1563, 4.7850], [5.5715, 10.5021, 7.0769], [6.5970, 11.3316, 8.1054], [7.8456, 5.7723, 11.7017], [6.7245, 6.7150, 11.7907], [6.7880, 7.6724, 10.6774], [6.6872, 6.8799, 9.5288], [7.4880, 5.2062, 11.0008], [5.7782, 6.1473, 11.8621], [6.8635, 7.3173, 12.6765], [7.7119, 8.2474, 10.7453], [5.9545, 8.4207, 10.7289], [7.3396, 7.2414, 8.9021], [11.0330, 8.1797, 5.2723], [11.6197, 8.7425, 6.4362], [11.1655, 10.1692, 6.7030], [9.7417, 10.3168, 6.4079], [11.3988, 7.2670, 5.2861], [11.4138, 8.1439, 7.3436], [12.7466, 8.7986, 6.4165], [11.6556, 10.9117, 6.0466], [11.3006, 10.3100, 7.7816], [9.4738, 10.0512, 5.5311], [4.8173, 8.3761, 8.1836], [4.1947, 7.9871, 7.5782], [5.3573, 7.6878, 8.5541], [9.6744, 6.0194, 7.6604], [9.5068, 5.3302, 8.3131], [8.8579, 6.5203, 7.5688], [8.0113, 8.3663, 7.6112], [8.8643, 8.7235, 7.3411], [7.4250, 9.1267, 7.5546]], "forces_ev_per_angstrom": [[0.445, 0.619, 0.046], [-0.546, -0.631, 0.422], [0.005, 0.743, -0.610], [1.736, 0.081, 1.619], [0.502, 0.106, -2.043], [-0.458, 1.078, -0.083], [-0.475, 0.223, 0.077], [0.146, -0.073, 0.087], [0.179, -0.626, 0.077], [0.697, 0.068, 0.212], [-0.785, -0.556, -0.545], [-0.742, -0.513, -0.289], [-0.850, -0.261, 0.751], [0.003, 0.222, -0.316], [0.026, -0.091, 0.637], [0.334, -0.080, 0.544], [-0.286, -0.417, -0.466], [-1.641, 0.523, -0.195], [0.874, -0.627, 1.503], [-1.047, 0.740, -0.013], [0.382, 0.151, -1.321], [0.719, -0.142, 0.074], [0.315, 0.400, -0.163], [-0.023, -0.250, 0.732], [0.220, -0.175, -0.271], [0.410, -0.552, -0.006], [-0.126, 0.000, -0.309], [1.034, -0.662, 0.567], [1.199, 0.274, 0.995], [-1.438, -0.309, -1.714], [0.378, 0.252, 1.767], [-0.741, 0.730, -0.405], [-0.342, -0.044, -0.491], [-0.797, -0.213, -0.409], [0.298, -0.331, 0.679], [-0.066, 0.607, -0.415], [0.620, -0.339, -0.508], [-0.543, 1.402, -0.228], [-0.199, -0.372, -0.199], [0.547, -0.966, 0.371], [0.326, -0.255, -0.002], [-0.063, 0.180, -0.075], [-0.152, 0.091, -0.020], [0.391, -1.020, 0.314], [0.132, 0.238, -0.093], [-0.597, 0.776, -0.288]], "lowdin_charge": [-0.13, -0.19, -0.19, -0.44, -0.06, 0.04, 0.09, 0.08, 0.09, 0.12, 0.12, 0.14, 0.10, 0.09, 0.07, 0.07, 0.10, -0.07, -0.24, -0.27, -0.10, 0.07, 0.13, 0.11, 0.13, 0.13, 0.04, -0.06, -0.28, -0.19, -0.11, 0.11, 0.11, 0.13, 0.12, 0.13, 0.06, -0.04, 0.04, -0.02, -0.05, 0.04, 0.00, -0.07, 0.03, 0.00]}